[1]
Here is a single C4H2O3 molecule in a non-equilibrium geometry from the OMol25 dataset. Energies are from ωB97M-V/def2-TZVPD.

Geometry as XYZ:
```
9
Properties=species:S:1:pos:R:3:forces:R:3
C 1.0551 -1.9515 -0.0687 1.307 1.937 -1.941
C 0.3644 -0.7352 0.1467 -0.770 -0.431 0.612
C -0.6781 1.7214 0.0429 -3.543 1.822 2.162
C 0.0573 0.6648 -0.5136 -0.377 -2.498 -1.656
O -1.4977 2.4408 0.4566 3.338 -2.445 -1.606
O 0.5376 -2.4798 1.0176 -1.006 0.013 0.509
O -0.3333 -1.3337 1.3047 -0.396 1.317 0.163
H 1.0067 1.0634 -0.8228 0.861 0.340 -0.092
H -0.5120 0.6098 -1.5635 0.585 -0.056 1.849
```
Forces are in eV/Å.

## Properties
ΔE to the lowest compared entry with this formula, charge and spin	9.765	eV
largest force on an atom	4.5	eV/Å
calculated total energy	-378.9817	hartree
gap between HOMO and LUMO (spin up / spin down)	5.57 / 5.57	eV
net charge	0

***

[2]
Here is 2 unconnected molecules or ions with the total composition H4SSi in a non-equilibrium geometry from the OMol25 dataset. Energies are from ωB97M-V/def2-TZVPD.

Geometry as XYZ:
```
6
Properties=species:S:1:pos:R:3:forces:R:3
Si 0.7983 0.3956 -0.6929 -0.155 -1.291 -1.160
S 1.3855 -0.0442 1.1273 0.021 0.629 -0.773
H -0.3608 -0.4416 -1.3370 0.794 0.975 0.600
H 1.4999 1.1035 -1.9019 -0.485 -0.277 1.333
H -1.3604 -0.5287 1.6401 -0.752 0.045 -0.591
H -1.9625 -0.4846 1.1644 0.578 -0.080 0.590
```
Forces are in eV/Å.

## Properties
ΔE to the lowest compared entry with this formula, charge and spin	1.715	eV
largest force on an atom	1.7	eV/Å
calculated total energy	-690.0074	hartree
gap between HOMO and LUMO	8.35	eV
net charge	0

***

[3]
Here is a molecular structure, C24H24MgN4O5P from the OMol25 dataset. Energies are from ωB97M-V/def2-TZVPD.

Geometry as XYZ:
```
59
Properties=species:S:1:pos:R:3:forces:R:3
Mg 0.0725 -0.7587 -0.1284 0.367 -0.099 0.147
C 3.6159 1.4232 1.8557 -0.016 -0.034 -0.010
C 3.0348 1.7393 3.0696 -0.037 -0.030 -0.013
C 1.8286 1.1438 3.4080 0.015 0.003 -0.047
C 1.2383 0.2617 2.5169 0.045 0.078 0.110
N 1.7834 -0.0171 1.3206 -0.150 -0.015 -0.006
C 2.9465 0.5464 1.0164 0.102 0.035 -0.060
C -0.0123 -0.4814 2.8374 -0.028 0.006 0.115
C -0.6136 -0.5309 4.0867 0.012 -0.020 -0.048
C -1.7070 -1.3714 4.2502 0.024 0.012 -0.025
C -2.1315 -2.1763 3.2057 0.033 0.005 -0.002
C -1.4709 -2.0758 1.9877 -0.047 -0.006 0.110
N -0.4845 -1.1996 1.8249 -0.072 -0.034 0.113
C -1.6984 -2.9641 0.8179 -0.101 -0.092 -0.017
C -2.8054 -3.7879 0.7079 0.037 0.007 -0.042
C -2.9095 -4.6202 -0.3970 0.014 0.028 0.023
C -1.9026 -4.6039 -1.3434 0.028 0.029 0.005
C -0.8372 -3.7349 -1.1590 0.002 -0.027 -0.105
N -0.7302 -2.9299 -0.1099 -0.027 0.000 0.100
H 4.5628 1.8462 1.5533 0.009 0.006 -0.003
H 3.5123 2.4318 3.7489 0.004 0.007 0.008
H 1.3575 1.3673 4.3533 -0.007 0.007 0.023
H 3.3649 0.2886 0.0508 -0.003 0.011 -0.005
H -0.2357 0.0409 4.9208 0.002 0.004 0.002
H -2.2012 -1.4301 5.2100 -0.006 0.000 0.017
H -2.9352 -2.8820 3.3512 -0.001 -0.011 -0.006
H -3.5842 -3.7727 1.4557 -0.012 0.004 0.013
H -3.7685 -5.2659 -0.5150 -0.008 -0.007 -0.001
H -1.9405 -5.2354 -2.2186 0.001 -0.007 -0.012
H -0.0418 -3.6721 -1.8925 -0.001 -0.010 -0.006
O -2.4552 -0.5895 -3.1433 0.023 0.024 0.011
C -1.5394 -0.5645 -2.3446 -0.085 0.041 -0.167
O -1.6025 -0.5000 -1.0683 -0.078 0.006 -0.026
C -0.1116 -0.6373 -2.9173 -0.063 0.000 -0.135
C 0.0882 -0.5361 -4.2863 0.008 -0.022 0.019
C 1.3750 -0.6148 -4.7850 -0.021 0.003 0.022
C 2.4285 -0.8161 -3.9019 -0.003 -0.012 0.053
C 2.1467 -0.9177 -2.5547 0.141 -0.013 -0.009
N 0.9078 -0.8188 -2.0627 -0.131 0.042 -0.089
H -0.7794 -0.4033 -4.9157 -0.012 0.007 0.001
H 1.5603 -0.5302 -5.8473 -0.001 0.000 -0.013
H 3.4483 -0.8995 -4.2485 0.011 -0.003 0.001
H 2.9370 -1.0967 -1.8355 0.021 0.005 -0.002
C 1.9725 3.2392 -1.0140 0.021 -0.037 -0.013
O 0.9113 3.1874 -0.0637 -0.142 0.060 0.046
P -0.2576 2.0572 -0.2587 0.077 0.085 0.006
O -1.3968 2.7521 0.6414 -0.002 0.044 -0.057
C -1.2016 3.1188 2.0056 -0.005 -0.033 0.005
O -0.8246 2.3300 -1.7198 0.008 -0.029 -0.010
C -1.4264 3.5786 -2.1091 -0.011 0.014 -0.029
H 2.5387 2.3037 -1.0264 -0.007 0.018 -0.041
H 2.6298 4.0525 -0.7165 0.009 -0.021 0.000
H 1.5880 3.4312 -2.0170 0.017 0.008 0.013
H -2.0225 3.7795 2.2730 0.021 -0.019 0.006
H -0.2557 3.6428 2.1388 0.007 0.013 -0.004
H -1.2353 2.2348 2.6466 0.012 -0.017 0.014
H -1.5514 3.5330 -3.1872 0.002 0.005 0.013
H -0.7846 4.4182 -1.8407 -0.004 -0.013 0.009
H -2.3949 3.6866 -1.6271 0.007 -0.007 -0.003
```
Forces are in eV/Å.

## Properties
ΔE to the lowest compared entry with this formula, charge and spin	0.634	eV
largest force on an atom	0.4	eV/Å
calculated total energy	-2065.6749	hartree
gap between HOMO and LUMO	8.18	eV
net charge	+1

***

[4]
Here is a single C6H4O molecule from the OMol25 dataset. Energies are from ωB97M-V/def2-TZVPD.

Geometry as XYZ:
```
11
Properties=species:S:1:pos:R:3:forces:R:3
C 3.5947 0.2975 0.2435 -0.507 -0.036 -0.033
C 2.4101 0.3430 0.0237 0.528 0.000 0.098
C 1.0548 0.6221 -0.3351 -0.194 0.044 0.011
C -0.0657 0.0343 0.0254 -0.129 0.140 -0.091
C -1.3347 -0.2123 0.0803 0.284 0.031 -0.170
C -2.5950 -0.7231 -0.3865 -0.090 -0.217 -0.196
O -2.4413 0.1067 0.8041 0.008 0.082 0.111
H 4.6393 0.2670 0.4561 -0.139 -0.079 -0.018
H 0.9432 1.4862 -0.9898 0.076 -0.011 0.045
H -2.9066 -1.7472 -0.1909 0.137 0.158 0.007
H -3.0621 -0.2229 -1.2367 0.026 -0.112 0.236
```
Forces are in eV/Å.

## Properties
ΔE to the lowest compared entry with this formula, charge and spin	3.812	eV
largest force on an atom	0.5	eV/Å
calculated total energy	-306.0714	hartree
gap between HOMO and LUMO	9.85	eV
net charge	0

***

[5]
Here is a molecular structure, C28H37ClN4P2Ti in a non-equilibrium geometry from the OMol25 dataset. Energies are from ωB97M-V/def2-TZVPD.

Geometry as XYZ:
```
73
Properties=species:S:1:pos:R:3:forces:R:3
Ti 3.1466 -0.2799 -3.1633 -2.147 1.931 1.658
C -0.1272 -2.8341 -0.3566 -0.850 -1.025 0.333
C 0.9737 -2.8193 -1.0874 0.530 0.656 0.598
C 1.0366 -3.0584 -2.5351 1.016 0.953 -0.440
C 0.8455 -1.9700 -3.6226 -1.005 -1.952 0.221
C -0.4078 -1.1776 -3.8100 1.628 1.624 0.492
C -1.5550 -1.3619 -3.1730 0.128 0.973 0.545
C -1.8868 -2.5322 -2.3191 -1.446 0.001 0.616
C -1.5307 -2.5255 -0.8034 0.136 0.011 -0.227
C 1.5233 1.2205 -2.9395 1.077 0.786 -1.319
H -0.0731 -3.2816 0.6450 0.188 1.277 0.184
H 1.9480 -2.6598 -0.6072 -0.339 -1.021 0.176
H 0.2813 -3.8178 -2.7837 0.541 0.367 -0.022
H 2.1052 -3.4468 -2.6779 -2.036 0.113 -0.069
H 1.8946 -1.3548 -3.7826 -1.739 -0.944 -0.146
H 0.7788 -2.6357 -4.4901 1.246 0.453 -0.549
H -0.2367 -0.3166 -4.4795 -0.508 -0.455 0.360
H -2.2885 -0.5332 -3.2346 0.180 -0.890 -0.367
H -1.5654 -3.4605 -2.7913 -0.202 0.041 0.059
H -2.9980 -2.5329 -2.3114 0.605 -0.388 -0.115
H -1.7404 -1.5196 -0.3762 -0.101 -0.526 -0.205
H -2.2225 -3.2259 -0.3301 0.043 0.148 0.105
H 0.4206 1.1040 -2.8414 0.980 -0.763 0.168
H 1.6922 1.7169 -3.9431 0.072 -0.701 0.282
H 1.8714 1.9887 -2.2266 0.081 -0.631 0.126
P 1.8451 -1.2055 -6.3397 -1.547 -0.750 -6.795
P 3.7413 -3.9493 -4.2322 0.678 -4.860 -2.358
N 0.2596 -1.4699 -7.4709 0.478 0.653 2.194
N 2.7121 -0.6517 -7.8042 0.612 0.305 1.537
N 2.7344 -5.6163 -4.8423 -0.665 2.253 1.704
N 5.2727 -4.8048 -4.1247 0.247 0.553 0.719
C 2.3409 -2.9608 -6.4415 0.223 -0.537 0.835
C 3.7824 -3.1501 -5.8883 -0.266 -0.029 0.115
C -0.8995 -0.7242 -7.2914 -0.322 -0.342 -0.263
C -1.8307 -1.0869 -8.2569 0.450 0.354 0.478
C -1.2340 -2.0682 -9.0860 1.764 0.169 1.447
C 0.0511 -2.3019 -8.5623 -1.018 0.133 -0.304
C 3.3612 0.5873 -7.7649 0.230 -0.397 -0.515
C 4.0090 0.7758 -8.9719 -0.236 0.204 0.801
C 3.7653 -0.3672 -9.7793 -0.569 -0.444 0.809
C 2.9793 -1.2412 -9.0468 0.347 0.693 0.509
C 1.4824 -5.7496 -4.2258 -0.018 -1.272 -0.450
C 0.8695 -6.9378 -4.6237 0.707 1.161 0.135
C 1.7401 -7.5544 -5.5576 1.038 1.944 0.403
C 2.8618 -6.7119 -5.6915 -0.926 -0.682 0.261
C 5.6396 -6.1035 -4.5152 0.987 0.283 -0.360
C 7.0181 -6.1796 -4.6384 -1.076 0.629 0.243
C 7.5518 -4.9185 -4.2011 -1.125 0.377 -0.098
C 6.4728 -4.1102 -3.8654 0.561 -0.686 -0.503
H 2.2482 -3.3798 -7.4520 0.112 0.439 0.305
H 1.6231 -3.5490 -5.8443 0.238 0.020 -0.330
H 4.4068 -3.7287 -6.5725 0.035 0.161 0.067
H 4.2778 -2.1822 -5.6824 0.116 -0.053 -0.389
H -0.9692 -0.0164 -6.4729 -0.077 -0.081 -0.313
H -2.8338 -0.6888 -8.3612 0.274 0.012 0.051
H -1.6587 -2.5399 -9.9459 -0.072 -0.201 -0.206
H 0.7968 -2.9945 -8.8993 -0.037 -0.092 -0.066
H 3.2837 1.1807 -6.8540 0.030 0.079 -0.501
H 4.5900 1.6491 -9.2318 -0.077 -0.119 -0.045
H 4.1171 -0.5364 -10.7835 -0.011 -0.006 0.016
H 2.6103 -2.2239 -9.2759 0.051 0.147 -0.179
H 1.1345 -5.0323 -3.5191 0.175 -0.243 -0.002
H -0.0883 -7.2889 -4.2628 0.150 0.006 -0.130
H 1.5678 -8.4674 -6.0825 0.117 -0.314 -0.226
H 3.7280 -6.8889 -6.2793 0.424 0.105 -0.369
H 4.9060 -6.8751 -4.5839 -0.128 -0.080 -0.221
H 7.5759 -7.0252 -5.0423 -0.250 0.241 0.477
H 8.6028 -4.6567 -4.1763 -0.260 0.056 0.175
H 6.4439 -3.1322 -3.4093 0.076 0.094 -0.149
Cl 1.7528 -0.0632 -0.1803 0.480 0.387 -0.465
C 3.2768 -0.0219 -1.0768 -0.495 -0.210 0.386
H 3.7900 0.8846 -0.7519 0.221 0.222 -0.552
H 3.8530 -0.8774 -0.7085 0.277 -0.321 -0.341
```
Forces are in eV/Å.

## Properties
ΔE to the lowest compared entry with this formula, charge and spin	5.743	eV
largest force on an atom	7.0	eV/Å
calculated total energy	-3299.4792	hartree
gap between HOMO and LUMO (spin up / spin down)	2.44 / 2.43	eV
net charge	+2